Computed, not measured: the molecule C5H7NOS in a non-equilibrium geometry, with the ωB97M-V functional and the def2-TZVPD basis.

The geometry in XYZ format:
```
15
Properties=species:S:1:pos:R:3:mulliken_charge:R:1
H 2.044 2.030 0.831 0.29
C 1.549 1.515 1.673 -1.11
H 0.986 -0.430 2.380 0.25
H 0.728 2.093 2.031 0.32
H -0.658 -1.341 -2.624 0.35
C 1.212 0.067 1.397 -0.37
S -1.453 0.412 0.377 -0.06
O 1.641 -0.995 -1.168 -0.61
H -2.832 -0.233 -1.527 0.38
C -0.702 -0.813 -1.686 -0.85
N 0.144 -0.109 0.370 0.08
C 0.518 -0.694 -0.873 0.70
H 2.045 -0.437 0.952 0.34
C -1.817 -0.267 -1.146 -0.07
H 2.250 1.601 2.497 0.37
```

**Total energy**: -19670.799 eV
**F_max**: 2.0 eV Å⁻¹
**LUMO level**: 0.685 eV
**ΔE to the lowest compared entry with this formula, charge and spin**: 0.803 eV
**Kohn-Sham gap**: 0.332 Ha
**SMILES string**: CCn1sccc1=O